No. 1
{
  "formula": "C4H8N2O",
  "method": "ωB97M-V/def2-TZVPD",
  "smiles": "O=C1CN2C[C@H]12.N",
  "homo_energy_ev": -9.57,
  "orbital_gap_ev": 10.6,
  "elements": ["O", "C", "C", "N", "C", "C", "H", "H", "H", "H", "H", "N", "H", "H", "H"],
  "coordinates": [[-1.551627, 0.708938, 0.879850], [-0.457428, 0.235477, 0.726376], [0.088826, -1.153666, 0.384376], [1.430028, -0.548884, 0.118128], [1.851377, 0.016317, 1.381507], [0.914835, 0.801311, 0.534259], [0.090236, -1.938467, 1.146276], [-0.367215, -1.501792, -0.545380], [1.497650, -0.427745, 2.312022], [2.884136, 0.349444, 1.395928], [1.192378, 1.725838, 0.037439], [-1.690621, 0.232335, -2.041343], [-2.412161, 0.250866, -1.325748], [-2.154442, 0.073325, -2.931255], [-1.315973, 1.176704, -2.072435]],
  "forces_ev_per_angstrom": [[0.5, -0.2, 0.0], [-0.4, 0.2, 0.1], [-0.1, -0.2, 0.0], [0.1, -0.2, -0.1], [0.2, -0.1, 0.2], [-0.1, 0.4, -0.1], [0.0, 0.1, -0.1], [0.0, 0.1, 0.1], [0.0, 0.1, -0.2], [-0.1, 0.0, 0.0], [-0.1, -0.1, 0.1], [-0.2, 0.1, -0.1], [0.1, 0.0, -0.1], [0.1, 0.0, 0.1], [0.0, -0.1, 0.0]],
  "lowdin_charge": [0.083, -0.379, -0.089, -0.018, -0.114, -0.147, 0.118, 0.106, 0.117, 0.111, 0.139, 0.027, 0.009, 0.015, 0.020]
}

=====

No. 2
{
  "formula": "C4H8N2O",
  "method": "ωB97M-V/def2-TZVPD",
  "homo_energy_ev": -9.19,
  "orbital_gap_ev": 10.3,
  "elements": ["C", "C", "O", "C", "N", "C", "N", "H", "H", "H", "H", "H", "H", "H", "H"],
  "coordinates": [[-1.638344, 0.438481, 0.557079], [-0.161850, 0.703777, 0.379093], [0.552277, 1.001239, 1.314161], [1.641403, -1.649301, 0.845314], [2.114851, -1.697574, 1.915789], [0.365106, 0.723282, -1.038073], [-0.385488, -0.044973, -2.027205], [-1.763652, -0.603276, 0.873008], [-2.201103, 0.592443, -0.367803], [-2.022321, 1.084475, 1.348709], [0.235277, 1.798483, -1.243601], [2.475939, -1.630370, 2.844067], [1.441440, 0.515769, -1.014363], [0.225466, -0.398939, -2.753281], [-0.879001, -0.833517, -1.632896]],
  "forces_ev_per_angstrom": [[-0.1, 0.0, 0.1], [0.0, 0.1, 0.2], [-0.3, -0.1, -0.4], [0.5, -0.3, 1.0], [-0.4, 0.0, -1.0], [0.1, 0.3, 0.1], [0.0, 0.0, -0.1], [0.0, 0.1, 0.0], [0.1, 0.0, 0.1], [0.0, -0.1, 0.0], [0.2, 0.0, -0.3], [0.0, 0.0, -0.1], [-0.2, 0.0, 0.0], [-0.1, 0.1, 0.1], [0.2, -0.1, 0.1]],
  "lowdin_charge": [-0.019, -0.501, 0.026, -0.024, 0.072, -0.241, 0.001, 0.090, 0.077, 0.086, 0.126, 0.077, 0.105, 0.068, 0.058]
}

=====

No. 3
{
  "formula": "C4H8N2O",
  "method": "ωB97M-V/def2-TZVPD",
  "homo_energy_ev": [-9.27, -9.27],
  "orbital_gap_ev": [8.6, 8.6],
  "elements": ["C", "C", "N", "C", "C", "N", "O", "H", "H", "H", "H", "H", "H", "H", "H"],
  "coordinates": [[0.006901, 1.327925, -1.483826], [0.382876, 0.088675, -0.693018], [1.293613, 0.344213, 0.448925], [0.480863, -0.462540, 1.369655], [-0.650097, -0.466677, 0.276331], [-1.344295, -1.621504, 0.085729], [-2.219007, -1.594072, 1.019475], [0.875878, 1.724379, -2.020753], [-0.363144, 2.104502, -0.807608], [-0.774124, 1.094679, -2.216325], [0.738116, -0.706274, -1.368826], [2.236784, -0.006422, 0.318389], [0.256527, 0.033984, 2.318383], [0.854430, -1.476041, 1.571567], [-1.775321, -0.384828, 1.181902]],
  "forces_ev_per_angstrom": [[0.0, 0.0, 0.0], [-0.1, 0.0, -0.3], [0.2, 0.0, 0.0], [0.0, -0.1, 0.4], [0.1, -0.2, -0.3], [0.2, 0.4, 0.0], [-0.1, 0.1, 0.2], [-0.1, -0.1, 0.1], [0.0, -0.1, -0.1], [0.1, 0.0, 0.1], [0.0, 0.1, 0.1], [-0.1, 0.1, 0.0], [0.0, -0.1, -0.2], [-0.1, 0.1, -0.1], [-0.1, -0.2, 0.0]],
  "lowdin_charge": [-0.062, -0.359, -0.011, -0.134, -0.307, 0.025, -0.062, 0.075, 0.079, 0.078, 0.144, 0.105, 0.100, 0.116, 0.213]
}

=====

No. 4
{
  "formula": "C4H8N2O",
  "method": "ωB97M-V/def2-TZVPD",
  "smiles": "C1=NNCCCO1",
  "homo_energy_ev": -9.02,
  "orbital_gap_ev": 10.0,
  "elements": ["C", "N", "N", "C", "C", "C", "O", "H", "H", "H", "H", "H", "H", "H", "H"],
  "coordinates": [[-0.458582, -0.557607, 1.375520], [-0.659956, 0.632940, 1.313365], [-0.403181, 1.390794, -0.114097], [0.839062, 0.974181, -0.485785], [0.582055, -0.005401, -1.408751], [-0.247215, -1.060290, -0.811921], [0.123903, -1.428300, 0.519573], [-0.409253, -1.215808, 2.309009], [-0.646233, 2.310265, -0.052624], [1.601501, 0.474042, 0.304908], [1.476076, 1.929629, -0.787118], [0.031896, 0.534476, -2.239349], [1.680123, -0.229524, -1.878723], [-0.356865, -1.910469, -1.501831], [-1.218431, -0.737644, -0.720101]],
  "forces_ev_per_angstrom": [[2.6, -5.2, 2.2], [-1.9, 6.0, -2.1], [-2.7, -4.2, 5.1], [6.3, 4.4, 3.1], [3.2, -1.6, -6.9], [0.7, -2.3, -1.3], [-0.2, -0.3, -1.7], [-0.9, 1.9, -0.4], [-0.3, 2.8, 1.2], [-2.0, 1.5, -0.8], [-1.1, -2.0, -0.2], [0.3, -1.2, 0.5], [-2.6, -0.7, 0.8], [0.6, -0.3, 0.7], [-2.3, 1.1, -0.1]],
  "lowdin_charge": [-0.338, 0.134, 0.023, -0.406, -0.265, -0.200, -0.055, 0.160, 0.070, 0.171, 0.162, 0.143, 0.170, 0.139, 0.092]
}

=====

No. 5
{
  "formula": "C4H8N2O",
  "method": "ωB97M-V/def2-TZVPD",
  "smiles": "O=C1NCCCN1",
  "homo_energy_ev": -9.45,
  "orbital_gap_ev": 10.3,
  "elements": ["O", "C", "N", "C", "C", "C", "N", "H", "H", "H", "H", "H", "H", "H", "H"],
  "coordinates": [[2.776172, -0.566968, -0.146749], [1.581124, -0.325143, -0.065326], [0.630366, -1.322376, -0.040946], [-0.795312, -1.094938, -0.189912], [-1.163671, 0.217836, 0.490414], [-0.294765, 1.332185, -0.077415], [1.098680, 0.956625, 0.068915], [1.009532, -2.224183, -0.286051], [-1.089940, -1.055299, -1.250780], [-1.333950, -1.929996, 0.270488], [-0.984904, 0.134367, 1.568180], [-2.223137, 0.442022, 0.330725], [-0.466155, 2.268557, 0.463709], [-0.562296, 1.508847, -1.131987], [1.818256, 1.658471, -0.003265]],
  "forces_ev_per_angstrom": [[-0.3, 0.1, 0.0], [-0.1, 0.0, 0.0], [0.2, 0.0, -0.1], [-0.1, 0.0, 0.0], [0.0, 0.0, 0.0], [-0.1, 0.0, 0.0], [0.2, -0.1, 0.0], [0.0, 0.1, 0.1], [0.0, 0.0, 0.1], [0.1, 0.1, -0.1], [0.0, 0.0, -0.1], [0.2, 0.0, 0.0], [0.0, -0.1, -0.1], [0.1, 0.0, 0.2], [-0.1, -0.1, 0.0]],
  "lowdin_charge": [0.032, -0.572, 0.065, -0.198, -0.177, -0.198, 0.065, 0.139, 0.118, 0.117, 0.121, 0.114, 0.118, 0.118, 0.139]
}

=====

No. 6
{
  "formula": "C4H8N2O",
  "method": "ωB97M-V/def2-TZVPD",
  "homo_energy_ev": -8.77,
  "orbital_gap_ev": 9.4,
  "elements": ["O", "C", "N", "C", "C", "C", "N", "H", "H", "H", "H", "H", "H", "H", "H"],
  "coordinates": [[-1.870242, 1.688931, -1.207175], [-1.147174, 0.807839, -0.792368], [-0.408107, 0.017358, -1.740262], [-0.048683, -1.251753, -1.725341], [1.449171, -0.150024, 0.669227], [0.046136, -0.199417, 1.265496], [-0.998599, 0.512467, 0.524886], [-0.263282, 0.546592, -2.595859], [-0.403718, -1.665809, -0.761865], [1.560950, -0.738928, -0.248453], [1.741332, 0.881185, 0.442147], [2.150703, -0.563832, 1.398241], [0.080815, 0.290426, 2.243701], [-0.251530, -1.240370, 1.448917], [-1.637771, 1.065336, 1.078708]],
  "forces_ev_per_angstrom": [[0.2, -0.2, 0.1], [-0.1, 0.1, 0.2], [0.1, -0.3, -0.2], [-0.4, 0.3, 0.1], [0.1, 0.0, -0.1], [0.1, -0.1, 0.1], [-0.2, 0.1, -0.2], [0.0, 0.0, 0.1], [0.1, 0.1, -0.1], [0.0, 0.2, 0.3], [0.0, -0.1, 0.1], [-0.1, 0.1, 0.0], [0.0, -0.1, -0.1], [0.0, 0.2, -0.1], [0.1, -0.1, -0.1]],
  "lowdin_charge": [0.075, -0.526, -0.025, 0.037, -0.095, -0.242, 0.073, 0.128, 0.004, 0.036, 0.087, 0.080, 0.115, 0.108, 0.144]
}

=====

No. 7
{
  "formula": "C4H8N2O",
  "method": "ωB97M-V/def2-TZVPD",
  "smiles": "C[C@@H](O)[C@H](N)C#N",
  "homo_energy_ev": -10.39,
  "orbital_gap_ev": 11.1,
  "elements": ["C", "C", "O", "C", "N", "C", "N", "H", "H", "H", "H", "H", "H", "H", "H"],
  "coordinates": [[1.398462, -0.251700, 0.729942], [0.625095, -0.439526, -0.567687], [0.275869, -1.789092, -0.781633], [-0.667131, 0.435852, -0.642154], [-0.516713, 1.765352, -0.076686], [-1.704540, -0.368942, 0.050951], [-2.365291, -1.066704, 0.697885], [0.759197, -0.430071, 1.605528], [1.823298, 0.754736, 0.796027], [2.211569, -0.982751, 0.757421], [1.258665, -0.168813, -1.416705], [-0.338736, -2.045708, -0.072754], [-0.939529, 0.537749, -1.697779], [-1.318419, 2.340208, -0.320598], [-0.501792, 1.709403, 0.938245]],
  "forces_ev_per_angstrom": [[0.0, 0.0, 0.1], [0.1, 0.2, 0.0], [0.0, -0.1, 0.1], [0.0, -0.2, -0.1], [-0.1, 0.0, 0.1], [-0.7, -0.6, 0.7], [0.5, 0.8, -0.6], [0.1, 0.0, -0.1], [-0.1, -0.2, 0.0], [-0.1, 0.1, 0.0], [-0.1, 0.1, 0.1], [0.2, -0.1, -0.3], [0.0, -0.1, 0.2], [0.2, -0.1, 0.0], [0.1, 0.1, -0.1]],
  "lowdin_charge": [-0.047, -0.408, -0.042, -0.336, 0.053, -0.181, 0.165, 0.087, 0.080, 0.087, 0.148, 0.075, 0.151, 0.085, 0.083]
}

=====

No. 8
{
  "formula": "C4H8N2O",
  "method": "ωB97M-V/def2-TZVPD",
  "smiles": "C=C[C@@H]1O[C@@H]1NN",
  "homo_energy_ev": -8.79,
  "orbital_gap_ev": 9.2,
  "elements": ["C", "C", "C", "O", "C", "N", "N", "H", "H", "H", "H", "H", "H", "H", "H"],
  "coordinates": [[-1.709270, 0.210907, 0.002636], [-0.776483, 0.583923, -0.936297], [0.399047, 1.277317, -0.421065], [1.693190, 0.766944, -0.680316], [1.214067, 0.488660, 0.615755], [0.748364, -0.780340, 1.009582], [0.953020, -1.727084, 0.006299], [-1.977177, 0.941541, 0.760636], [-2.588502, -0.330020, -0.323094], [-0.629398, -0.022617, -1.821736], [0.322661, 2.341647, -0.211747], [1.640419, 1.058375, 1.436271], [-0.484239, -0.578078, 1.025036], [0.796304, -2.657301, 0.374372], [0.398000, -1.573875, -0.836332]],
  "forces_ev_per_angstrom": [[-0.9, 1.8, -2.1], [0.1, -1.6, 1.5], [0.3, 0.6, 0.9], [0.0, -0.2, -0.2], [-0.9, 0.9, -0.2], [-3.2, 0.2, 0.1], [0.5, -0.6, -0.4], [0.6, -0.3, 0.7], [0.1, -0.5, 0.0], [-0.2, 0.1, -0.3], [0.1, 0.0, -0.2], [0.2, 0.0, -0.2], [3.3, -0.6, 0.2], [-0.1, 0.2, 0.0], [0.0, 0.0, 0.1]],
  "lowdin_charge": [-0.032, -0.116, -0.265, 0.017, -0.309, -0.113, -0.012, 0.081, 0.063, 0.104, 0.143, 0.142, 0.153, 0.081, 0.061]
}

=====

No. 9
{
  "formula": "C4H8N2O",
  "method": "ωB97M-V/def2-TZVPD",
  "smiles": "[H]/N=C1\\O[C@H](C)[C@@H]1N",
  "homo_energy_ev": -9.58,
  "orbital_gap_ev": 10.4,
  "elements": ["H", "N", "C", "O", "C", "C", "C", "N", "H", "H", "H", "H", "H", "H", "H"],
  "coordinates": [[-1.948308, -2.619551, 0.687952], [-2.116947, -1.609094, 0.594952], [-1.142202, -1.014336, 0.068663], [0.046739, -1.571643, -0.367379], [0.663569, -0.280995, -0.577132], [1.611078, 0.038698, 0.563424], [-0.713480, 0.396424, -0.505907], [-0.842673, 1.708889, 0.058840], [1.165840, -0.226046, -1.546112], [1.093974, -0.039808, 1.525989], [2.031974, 1.047169, 0.476324], [2.440046, -0.674534, 0.570688], [-1.167582, 0.409280, -1.502777], [-1.096369, 2.415192, -0.622213], [-0.025666, 2.020355, 0.574681]],
  "forces_ev_per_angstrom": [[0.1, 0.5, 0.0], [0.4, 0.5, -0.3], [-0.3, 0.0, 0.1], [0.0, -0.1, 0.1], [0.3, 0.2, -0.1], [0.0, 0.0, 0.0], [0.0, -0.2, -0.1], [-0.2, -0.1, 0.3], [0.0, -0.1, 0.1], [0.0, 0.0, -0.1], [-0.1, -0.1, -0.1], [-0.1, 0.1, 0.0], [0.1, -0.1, 0.1], [0.0, -0.3, 0.2], [-0.3, -0.2, 0.0]],
  "lowdin_charge": [0.066, 0.153, -0.374, 0.004, -0.319, -0.041, -0.249, 0.064, 0.144, 0.095, 0.081, 0.086, 0.150, 0.077, 0.064]
}

=====

In the order shown, the computed energy above the lowest of the compared OMol25 structures with the same formula, charge and spin values come out to 296.6; 260.6; 667.5; 550.9; 3.0; 282.0; 143.1; 533.8; 197.2 kJ/mol.